(1)
Density functional theory data (wB97M-V/def2-TZVPD) for a molecular structure, IO4V2 at a distorted geometry.

- relative energy (zero: lowest compared OMol25 entry of this formula, charge and spin) (kcal/mol) = 143.48
- lowest unoccupied orbital energy (hartree) = -0.2710
- Kohn-Sham gap (eV) = 3.1

ORCA input file:
```
! wB97M-V def2-TZVPD RIJCOSX def2/J DEFGRID3
* xyz 1 1
O -4.323 1.069 -4.374
V -3.786 1.488 -2.964
O -3.196 3.036 -3.078
O 3.083 -2.250 4.819
V 3.385 -1.614 3.327
O 4.297 -0.367 3.508
I 0.540 -1.362 -1.239
*
```

(2)
Density functional theory data (wB97M-V/def2-TZVPD) for a molecular structure, In4O28P7Y at a distorted geometry.

- lowest unoccupied orbital energy (hartree) = 0.3397
- Kohn-Sham gap (eV) = 2.5

ORCA input file:
```
! wB97M-V def2-TZVPD RIJCOSX def2/J DEFGRID3
* xyz -6 1
In -2.122 -2.540 -2.378
In 2.359 1.750 -2.717
In -2.594 -1.101 2.346
In -2.181 3.381 -3.457
Y 0.848 -1.233 -0.020
P 0.783 0.138 3.216
O 1.235 1.417 2.626
O 1.729 -0.475 4.297
O 0.491 -1.127 2.359
O -0.456 0.248 4.144
P 1.280 -2.292 -2.942
O 1.033 -3.291 -1.824
O 2.372 -2.989 -3.804
O 1.979 -1.114 -2.217
O 0.050 -2.106 -3.821
P -0.673 0.886 -0.870
O -0.633 -0.499 -1.589
O -1.422 2.095 -1.354
O 0.788 1.242 -0.483
O -0.995 0.454 0.571
P 0.964 4.999 -2.578
O 2.208 4.586 -3.449
O 0.784 3.714 -1.732
O -0.144 4.824 -3.783
O 0.841 6.331 -1.900
P 3.556 -1.760 0.642
O 2.720 -0.468 0.724
O 2.404 -2.800 0.704
O 4.410 -1.682 1.916
O 4.368 -2.040 -0.603
P -3.973 2.154 2.746
O -3.896 1.923 4.267
O -2.440 2.267 2.731
O -4.731 3.431 2.452
O -4.488 1.001 1.910
P -1.301 -3.903 0.786
O -1.650 -4.641 -0.544
O -2.400 -4.131 1.846
O -1.203 -2.371 0.482
O 0.099 -4.280 1.299
*
```

(3)
Density functional theory data (wB97M-V/def2-TZVPD) for a molecular structure, LiO12S3Sr5 at a distorted geometry.

- lowest unoccupied orbital energy (hartree) = -0.6230
- Kohn-Sham gap (eV) = 4.0

ORCA input file:
```
! wB97M-V def2-TZVPD RIJCOSX def2/J DEFGRID3
* xyz 5 1
Sr -9.082 -18.359 0.111
Sr -6.988 -19.003 4.851
Sr -11.284 -20.521 3.500
Sr -13.716 -16.462 1.435
Sr -10.431 -16.385 6.843
Li -8.102 -15.079 2.017
S -12.551 -19.475 0.270
O -13.344 -20.296 1.182
O -11.198 -19.296 0.884
O -12.418 -20.303 -0.929
O -13.349 -18.276 0.012
S -7.674 -17.696 7.623
O -8.422 -16.656 8.342
O -6.420 -17.346 6.988
O -7.384 -18.777 8.531
O -8.630 -18.105 6.556
S -10.373 -17.423 3.326
O -9.625 -16.969 2.099
O -9.645 -18.666 3.572
O -10.187 -16.586 4.509
O -11.820 -17.657 3.043
*
```

(4)
Density functional theory data (wB97M-V/def2-TZVPD) for 2 unconnected molecules or ions with the total composition N2O2S at a distorted geometry.

- relative energy (zero: lowest compared OMol25 entry of this formula, charge and spin) (kcal/mol) = 0.48
- lowest unoccupied orbital energy (hartree) = -0.0501
- Kohn-Sham gap (eV) = 10.8

ORCA input file:
```
! wB97M-V def2-TZVPD RIJCOSX def2/J DEFGRID3
* xyz 0 1
N -1.229 2.203 -1.546
N -2.002 1.861 -0.860
O 0.963 -1.052 -0.400
O 1.032 -2.104 1.775
S 1.235 -0.907 1.032
*
```

(5)
Density functional theory data (wB97M-V/def2-TZVPD) for a molecular structure, N2O30Pb6S6 at a distorted geometry.

- lowest unoccupied orbital energy (hartree) = 0.0111
- Kohn-Sham gap (eV) = 1.5

ORCA input file:
```
! wB97M-V def2-TZVPD RIJCOSX def2/J DEFGRID3
* xyz -2 1
Pb 12.337 8.681 9.450
Pb 10.654 10.378 3.993
Pb 7.424 7.194 4.746
Pb 7.702 13.915 4.532
Pb 5.409 12.391 7.300
Pb 8.983 10.479 7.587
N 9.564 9.910 10.709
O 10.124 9.844 11.793
O 8.325 9.714 10.526
O 10.344 10.087 9.803
N 13.585 10.305 6.517
O 13.281 9.987 5.420
O 14.528 10.937 6.726
O 12.787 10.048 7.439
S 10.831 13.185 5.717
O 9.967 14.187 5.334
O 11.788 12.842 4.603
O 11.443 13.685 6.976
O 10.071 11.926 5.870
S 10.672 7.599 6.762
O 11.878 6.901 7.204
O 11.050 8.216 5.472
O 9.551 6.672 6.601
O 10.404 8.779 7.535
S 7.768 10.682 4.789
O 8.599 9.692 5.407
O 7.328 11.472 5.924
O 8.556 11.573 3.931
O 6.664 9.907 4.257
S 5.603 8.932 7.374
O 4.843 10.027 6.756
O 5.893 8.135 6.286
O 6.937 9.460 7.878
O 4.899 8.240 8.440
S 11.264 5.721 9.892
O 10.476 6.911 10.139
O 10.527 4.942 8.910
O 12.568 6.151 9.495
O 11.670 5.078 11.106
S 8.249 14.192 8.282
O 7.866 12.752 8.318
O 8.092 14.684 6.939
O 7.137 14.825 9.088
O 9.461 14.672 8.973
*
```

(6)
Density functional theory data (wB97M-V/def2-TZVPD) for 2 unconnected molecules or ions with the total composition N2O4 at a distorted geometry.

- relative energy (zero: lowest compared OMol25 entry of this formula, charge and spin) (kcal/mol) = 11.08
- lowest unoccupied orbital energy (alpha / beta) (hartree) = -0.0556 / -0.0627
- Kohn-Sham gap (alpha / beta) (eV) = 9.1 / 8.7

ORCA input file:
```
! wB97M-V def2-TZVPD RIJCOSX def2/J DEFGRID3
* xyz 0 1
N -0.254 1.051 0.432
N 0.246 -1.073 -0.474
O -0.758 1.774 -0.318
O -0.068 1.101 1.608
O 0.062 -1.165 -1.634
O 0.772 -1.688 0.386
*
```

(7)
Density functional theory data (wB97M-V/def2-TZVPD) for a single NO3PS molecule at a distorted geometry.

- relative energy (zero: lowest compared OMol25 entry of this formula, charge and spin) (kcal/mol) = 26.75
- lowest unoccupied orbital energy (hartree) = -0.0458
- Kohn-Sham gap (eV) = 9.9
- SMILES = N#S(=O)OP=O

ORCA input file:
```
! wB97M-V def2-TZVPD RIJCOSX def2/J DEFGRID3
* xyz 0 1
N 1.292 1.300 -0.573
S 1.214 0.022 -0.042
O 2.066 -1.063 0.361
O -0.276 -0.313 0.316
P -1.810 0.187 0.585
O -2.486 -0.132 -0.648
*
```

(8)
Density functional theory data (wB97M-V/def2-TZVPD) for a molecular structure, NO3Rb at a distorted geometry.

- relative energy (zero: lowest compared OMol25 entry of this formula, charge and spin) (kcal/mol) = 62.41
- lowest unoccupied orbital energy (hartree) = -0.0908
- Kohn-Sham gap (eV) = 3.7

ORCA input file:
```
! wB97M-V def2-TZVPD RIJCOSX def2/J DEFGRID3
* xyz 0 1
Rb -3.264 3.720 -1.993
N 0.794 -0.936 0.521
O 1.706 -0.923 -0.291
O 0.774 -1.942 1.350
O -0.011 0.081 0.413
*
```

(9)
Density functional theory data (wB97M-V/def2-TZVPD) for a molecular structure, NO3Rb2 at a distorted geometry.

- relative energy (zero: lowest compared OMol25 entry of this formula, charge and spin) (kcal/mol) = 4.74
- lowest unoccupied orbital energy (hartree) = -0.1266
- Kohn-Sham gap (eV) = 9.1

ORCA input file:
```
! wB97M-V def2-TZVPD RIJCOSX def2/J DEFGRID3
* xyz 1 1
Rb 0.486 -2.720 0.414
Rb -0.285 1.935 -2.154
N -0.040 0.211 0.459
O -0.963 -0.187 -0.225
O -0.312 0.612 1.573
O 1.113 0.149 -0.068
*
```

(10)
Density functional theory data (wB97M-V/def2-TZVPD) for a molecular structure, NO3Tl at a distorted geometry.

- relative energy (zero: lowest compared OMol25 entry of this formula, charge and spin) (kcal/mol) = 45.50
- lowest unoccupied orbital energy (hartree) = -0.6564
- Kohn-Sham gap (eV) = 5.1

ORCA input file:
```
! wB97M-V def2-TZVPD RIJCOSX def2/J DEFGRID3
* xyz 2 1
Tl -18.997 21.045 11.813
N -19.458 23.515 14.282
O -20.242 23.619 15.157
O -18.360 23.494 14.561
O -19.879 23.511 13.236
*
```

(11)
Density functional theory data (wB97M-V/def2-TZVPD) for a molecular structure, NO3Tl2 at a distorted geometry.

- lowest unoccupied orbital energy (hartree) = -1.1181
- Kohn-Sham gap (eV) = 6.5

ORCA input file:
```
! wB97M-V def2-TZVPD RIJCOSX def2/J DEFGRID3
* xyz 5 1
Tl 8.547 -8.771 13.605
Tl 7.428 -3.099 13.852
N 7.772 -6.272 13.734
O 7.328 -6.845 14.745
O 8.055 -5.027 13.843
O 8.181 -6.786 12.669
*
```

(12)
Density functional theory data (wB97M-V/def2-TZVPD) for 2 unconnected molecules or ions with the total composition NO4S2 at a distorted geometry.

- relative energy (zero: lowest compared OMol25 entry of this formula, charge and spin) (kcal/mol) = 76.10
- lowest unoccupied orbital energy (alpha / beta) (hartree) = 0.0823 / 0.0823
- Kohn-Sham gap (alpha / beta) (eV) = 7.4 / 7.4

ORCA input file:
```
! wB97M-V def2-TZVPD RIJCOSX def2/J DEFGRID3
* xyz -1 1
N -1.695 -0.205 -0.149
O -1.970 0.150 1.052
O 1.946 1.077 1.200
O -2.509 -0.162 -1.055
O -0.445 -0.411 -0.408
S 2.944 -0.967 -0.507
S 1.729 0.519 -0.133
*
```